# 1
ORCA calculation (ωB97M-V/def2-TZVPD) on C5H9GdO3 as an isolated structure at a distorted geometry.

## Properties
M	274.4	g/mol
total charge	+2
gap between HOMO and LUMO (spin up / spin down)	9.08 / 5.57	eV
DFT total energy	-1186.5320	hartree
lowest unoccupied orbital energy (spin up / spin down)	-9.45 / -11.25	eV
2S+1	8
energy relative to the best compared isomer or geometry (same formula, charge and spin)	1.352	eV

The geometry in XYZ format:
```
18
C5H9GdO3 (ωB97M-V/def2-TZVPD)
O 0.966 1.894 -0.451
C 0.413 0.813 -0.174
O -0.819 0.657 -0.524
C -1.754 -0.083 0.305
C 1.306 -0.709 0.149
H 0.858 -1.584 0.641
C 2.601 -0.955 -0.593
H 2.559 -1.862 -1.210
H 2.817 -0.159 -1.330
H 3.445 -1.071 0.115
C -3.143 0.378 -0.048
H -1.520 0.116 1.358
H -1.605 -1.151 0.109
H -3.323 1.398 0.314
H -3.865 -0.298 0.430
H -3.304 0.348 -1.133
Gd 2.952 1.972 0.833
O 1.418 0.297 1.208
```



# 2
ORCA calculation (ωB97M-V/def2-TZVPD) on C19H23N3O3 as an isolated structure at a distorted geometry.

## Properties
M	341.4	g/mol
gap between HOMO and LUMO	8.27	eV
DFT total energy	-1127.2095	hartree
lowest unoccupied orbital energy	0.30	eV
2S+1	1
energy relative to the best compared isomer or geometry (same formula, charge and spin)	18.807	eV

The geometry in XYZ format:
```
48
C19H23N3O3 (ωB97M-V/def2-TZVPD)
C 2.135 -0.845 -3.979
H 1.330 -1.556 -4.407
H 2.753 -0.578 -4.589
H 1.470 -0.041 -3.702
C 2.652 -1.639 -2.984
C 1.945 -2.349 -2.015
O 2.177 -3.476 -1.969
N 0.851 -1.877 -1.231
C 0.626 -0.467 -1.091
H 1.234 0.272 -1.745
C 0.993 -0.045 0.518
N 0.020 -0.911 1.249
C -0.399 -0.223 2.379
C 0.369 -0.743 3.762
C -0.038 -0.280 4.890
C -0.668 0.977 4.944
C -1.426 1.559 3.754
C -1.066 0.927 2.569
N -1.807 1.263 1.599
C -2.346 2.469 1.236
O -2.724 3.212 1.978
C -2.731 2.488 -0.162
C -3.635 3.422 -0.702
C -3.704 3.076 -2.121
C -3.296 1.588 -2.104
O -2.678 1.531 -1.008
H -3.125 1.236 -3.215
H -4.413 3.437 -2.752
H -4.001 4.359 -0.406
H -1.618 0.716 0.681
H -2.043 2.211 4.032
H -1.064 1.258 5.926
H 0.509 -0.588 5.850
H 0.940 -1.576 3.490
C 0.310 -2.139 1.032
C 0.154 -2.586 -0.155
H 0.203 -3.723 -0.482
H -0.782 -2.208 -0.590
H -0.305 -2.735 1.791
H 1.546 -2.406 1.417
H 0.682 1.304 0.493
H 2.203 -0.053 0.637
H -0.335 -0.189 -1.438
C 3.785 -0.618 -2.250
H 4.623 -0.486 -2.787
H 3.166 0.336 -1.707
H 4.181 -1.058 -1.309
H 3.349 -2.243 -3.329
```



# 3
ORCA calculation (ωB97M-V/def2-TZVPD) on a 2-piece molecular cluster, C2H4N4 overall at a distorted geometry.

## Properties
M	84.1	g/mol
gap between HOMO and LUMO	9.40	eV
DFT total energy	-297.4992	hartree
lowest unoccupied orbital energy	0.80	eV
2S+1	1
energy relative to the best compared isomer or geometry (same formula, charge and spin)	3.948	eV

The geometry in XYZ format:
```
10
C2H4N4 (ωB97M-V/def2-TZVPD)
N 2.043 -0.292 -0.102
C 0.784 -0.286 0.310
N -0.182 -1.054 0.243
N -1.405 -0.845 -0.078
C -1.411 1.250 0.009
N -0.299 1.639 0.046
H 2.658 0.413 0.270
H 2.278 -0.658 -1.017
H -1.978 -1.556 0.386
H -2.477 1.327 -0.056
```



# 4
ORCA calculation (ωB97M-V/def2-TZVPD) on one molecule with the formula C9H7N3O at a distorted geometry.

## Properties
M	173.2	g/mol
gap between HOMO and LUMO	8.71	eV
DFT total energy	-586.5839	hartree
lowest unoccupied orbital energy	-0.65	eV
2S+1	1
SMILES	O=Cc1ccccc1-n1cncn1
energy relative to the best compared isomer or geometry (same formula, charge and spin)	1.209	eV

The geometry in XYZ format:
```
20
C9H7N3O (ωB97M-V/def2-TZVPD)
C -1.787 -1.475 0.214
C -0.401 -1.189 -0.298
C 0.277 -2.093 -1.152
C 1.386 -1.737 -1.917
C 1.879 -0.423 -1.782
C 1.247 0.492 -0.903
C 0.242 0.079 -0.034
C -0.722 0.969 2.206
C -0.716 3.032 1.577
H -2.437 -2.309 -0.354
H -0.043 -3.194 -1.358
H 2.065 -2.501 -2.339
H 2.655 -0.009 -2.459
H 1.719 1.455 -1.058
H -0.597 -0.029 2.733
H -0.932 4.123 1.681
N -0.132 1.040 0.994
N -1.087 2.221 2.588
N -0.276 2.299 0.595
O -2.340 -0.751 1.067
```



# 5
ORCA calculation (ωB97M-V/def2-TZVPD) on one molecule with the formula C6H7N3O at a distorted geometry.

## Properties
M	137.1	g/mol
gap between HOMO and LUMO	9.55	eV
DFT total energy	-472.2774	hartree
lowest unoccupied orbital energy	0.67	eV
2S+1	1
SMILES	NC(=O)Nc1ccccn1
energy relative to the best compared isomer or geometry (same formula, charge and spin)	1.755	eV

The geometry in XYZ format:
```
17
C6H7N3O (ωB97M-V/def2-TZVPD)
C -2.666 0.683 0.268
C -2.224 2.013 -0.228
C -0.846 2.089 -0.585
C -0.469 -0.127 -0.116
C -1.777 -0.387 0.241
C 1.840 -1.032 0.286
H -3.535 0.530 0.519
H -2.889 2.708 -0.233
H -0.504 3.102 -0.938
H -2.124 -1.481 0.574
H 0.283 -2.322 -0.152
H 2.097 -2.912 -0.620
H 3.442 -2.165 0.342
N 0.013 1.040 -0.510
N 0.524 -1.171 -0.135
N 2.555 -2.255 0.128
O 2.306 -0.025 0.616
```



# 6
ORCA calculation (ωB97M-V/def2-TZVPD) on one molecule with the formula C7H4ClF3O at a distorted geometry.

## Properties
M	196.6	g/mol
gap between HOMO and LUMO	9.03	eV
DFT total energy	-1104.0730	hartree
lowest unoccupied orbital energy	0.40	eV
2S+1	1
SMILES	O=C=C/C=C\C=C(\Cl)C(F)(F)F
energy relative to the best compared isomer or geometry (same formula, charge and spin)	1.129	eV

The geometry in XYZ format:
```
16
C7H4ClF3O (ωB97M-V/def2-TZVPD)
C 1.780 0.518 0.153
C 1.662 -0.572 -0.783
C 0.900 0.583 1.165
C -0.279 -0.280 1.362
C 0.581 -1.241 -1.189
C -1.276 -0.359 0.469
C -1.522 0.804 -0.530
O -0.257 -1.924 -1.652
F -0.564 1.303 -1.269
F -2.460 0.331 -1.346
F -2.230 1.751 0.184
Cl -2.545 -1.507 0.682
H 2.573 1.096 0.166
H 2.598 -0.840 -1.277
H 1.037 1.448 1.848
H 0.003 -1.110 2.019
```



# 7
ORCA calculation (ωB97M-V/def2-TZVPD) on one molecule with the formula C16H15N5O4 at a distorted geometry.

## Properties
M	341.3	g/mol
gap between HOMO and LUMO	8.23	eV
DFT total energy	-1193.3426	hartree
lowest unoccupied orbital energy	-0.42	eV
2S+1	1
SMILES	CCOC(=O)c1c(C)n(-c2ccc(-c3nnn[nH]3)cc2)cc(O)c1=O
energy relative to the best compared isomer or geometry (same formula, charge and spin)	3.743	eV

The geometry in XYZ format:
```
40
C16H15N5O4 (ωB97M-V/def2-TZVPD)
O 2.330 -2.465 -2.526
O 3.168 -2.487 0.726
N -5.016 5.148 2.098
N -5.897 4.257 2.586
N -4.033 4.531 1.434
O 1.380 -2.638 2.966
O 3.454 -0.551 -1.773
C 2.551 -1.568 -1.679
C 2.026 -2.032 0.671
C -4.105 3.262 1.771
C 1.083 -2.037 1.788
C 1.578 -1.448 -0.559
C -0.118 -1.369 1.592
C 0.366 -0.935 -0.772
C -3.828 0.847 0.844
C -1.951 2.417 0.990
C -2.872 -0.125 0.445
C -1.014 1.463 0.675
C -3.286 2.193 1.177
C -1.485 0.167 0.503
N -5.319 3.109 2.275
N -0.527 -0.802 0.350
C -0.097 -0.534 -2.159
C 5.400 -1.984 -2.154
C 4.589 -0.793 -2.618
H 2.311 -2.443 3.099
H -0.809 -1.241 2.419
H -4.873 0.691 0.839
H -1.644 3.352 1.374
H -3.410 -0.986 0.214
H 0.033 1.750 0.652
H -5.646 2.195 2.602
H 0.101 0.467 -2.397
H -1.143 -0.696 -2.221
H 0.397 -1.097 -3.032
H 4.912 -2.947 -2.317
H 6.299 -1.992 -2.667
H 5.664 -1.992 -1.159
H 5.244 0.084 -2.407
H 4.185 -0.771 -3.651
```



# 8
ORCA calculation (ωB97M-V/def2-TZVPD) on one molecule with the formula C16H21N3O3S at a distorted geometry.

## Properties
M	335.4	g/mol
gap between HOMO and LUMO	8.22	eV
DFT total energy	-1410.4634	hartree
lowest unoccupied orbital energy	0.47	eV
2S+1	1
SMILES	CSCC[C@H](N)C(=O)N[C@@H](Cc1c[nH]c2ccccc12)C(=O)O
energy relative to the best compared isomer or geometry (same formula, charge and spin)	2.401	eV

The geometry in XYZ format:
```
44
C16H21N3O3S (ωB97M-V/def2-TZVPD)
C -0.594 3.004 -0.627
C -0.251 1.480 -0.354
C -0.666 3.732 0.765
C -1.721 3.075 1.704
C -2.546 5.310 2.697
C -0.148 -0.746 -1.486
C -0.831 -1.471 -2.674
C -0.433 -1.528 -0.228
C 0.313 -2.832 -0.062
C -0.178 -4.044 -0.469
C 1.671 -2.992 0.284
C 1.988 -4.366 0.109
C 2.728 -2.074 0.622
C 3.273 -4.856 0.247
C 4.040 -2.581 0.736
C 4.286 -3.945 0.559
H -2.617 3.156 -1.022
H -1.709 3.989 -2.015
H 0.311 3.295 -1.168
H 0.290 3.580 1.199
H -0.833 4.795 0.542
H -1.611 1.970 1.772
H -2.729 3.185 1.142
H -1.896 5.941 1.949
H -3.501 5.110 2.130
H -2.657 5.997 3.560
H -1.044 1.081 -2.140
H 0.973 -0.691 -1.688
H -0.357 -0.920 0.667
H -1.497 -1.786 -0.267
H -1.140 -4.336 -1.040
H 0.581 -6.051 -0.314
H 2.530 -0.997 0.710
H 3.661 -5.801 -0.090
H 4.829 -1.905 0.979
H 5.270 -4.379 0.691
H -2.425 -0.744 -1.892
N -1.764 3.114 -1.526
N -0.679 0.574 -1.354
N 0.819 -5.002 -0.343
O 0.433 1.231 0.614
O -0.307 -2.257 -3.404
O -2.110 -1.170 -2.757
S -1.753 3.854 3.243
```